Entry 1:
One molecule with the formula C5H8OS2 in a non-equilibrium geometry, computed with ωB97M-V/def2-TZVPD.

The largest force on an atom comes out at 2.21 eV/A. The value obtained for the relative energy (zero: lowest compared OMol25 entry of this formula, charge and spin) is 183.5 kJ/mol. The value obtained for the gap between HOMO and LUMO is 8.534 eV. The calculation puts the LUMO energy at -0.1 eV. Its total energy is -29030.7790 eV. As for the total charge: 0. As for the multiplicity: 1. The structure (SMILES) is OC[C@@H]1C[C@@H]1SC=S.

Atoms and positions in Å:
1 O -0.61413 0.94452 -1.89859
2 C -0.65692 -0.36206 -1.36571
3 C -0.93339 -0.35853 0.14428
4 C -1.24031 0.90837 0.92539
5 C 0.07640 0.22707 1.13319
6 S 1.65096 0.91752 0.73198
7 C 2.66360 -0.47601 0.44193
8 S 2.26202 -2.08610 0.37420
9 H -1.56317 1.08804 -2.19213
10 H 0.35221 -0.85318 -1.47835
11 H -1.35366 -0.98078 -1.89908
12 H -1.27167 -1.29202 0.58165
13 H -1.27014 1.90572 0.39390
14 H -1.98808 0.94404 1.74800
15 H 0.18664 -0.35174 2.07617
16 H 3.69964 -0.17485 0.28316

Forces on the atoms, in the same order (eV/Å):
-2.04 0.06 -0.85
1.75 -0.38 1.23
0.48 0.39 0.57
-0.79 1.38 -0.23
0.00 -0.99 0.86
0.51 -0.21 -0.50
-0.93 -0.93 0.02
0.28 1.52 0.17
1.86 0.25 0.44
-0.87 0.64 -0.15
-0.54 -0.34 -0.14
-0.42 0.05 -0.37
0.34 -1.47 0.28
0.75 -0.46 -0.57
-0.25 0.37 -0.77
-0.13 0.12 0.02

Entry 2:
C5H8S as an isolated structure in a non-equilibrium geometry, computed with ωB97M-V/def2-TZVPD.

The largest force on an atom comes out at 6.30 eV/A. The value obtained for the relative energy (zero: lowest compared OMol25 entry of this formula, charge and spin) is 533.9 kJ/mol. The value obtained for the gap between HOMO and LUMO is 8.988 eV. The calculation puts the LUMO energy at 0.8 eV. Its total energy is -16144.1039 eV. As for the total charge: 0. As for the multiplicity: 1.

Atoms and positions in Å:
1 C -1.71646 -0.38956 -0.08859
2 C -0.37040 -0.07093 0.50727
3 C 0.51304 -1.06897 -0.03864
4 C 1.75228 1.02565 -0.03065
5 C 0.38621 1.10227 -0.03755
6 H -1.81735 -1.07047 -1.31798
7 H -2.25423 -1.07313 0.90678
8 H -2.51561 0.73467 -0.49684
9 H -0.35751 0.20311 1.62378
10 H 0.65997 -2.13819 0.25821
11 H 0.60908 -0.83543 -1.19208
12 H 2.47019 2.04219 -0.08530
13 H 0.30494 2.22261 -0.06812
14 S 2.33584 -0.68381 0.05969

Forces on the atoms, in the same order (eV/Å):
-5.41 -0.28 -1.23
-0.17 2.57 0.12
4.66 -3.10 -2.88
0.98 0.99 -0.54
3.43 3.72 0.27
0.81 1.97 4.35
0.89 2.01 -3.65
2.54 -3.53 1.89
-0.46 -1.32 -1.26
-1.58 0.68 -0.38
-1.53 -1.38 1.96
-1.95 -3.28 -0.04
-1.96 -1.11 0.19
-0.25 2.07 1.20

Repeat the second record exactly.
C5H8S as an isolated structure in a non-equilibrium geometry, computed with ωB97M-V/def2-TZVPD.

The largest force on an atom comes out at 6.30 eV/A. The value obtained for the relative energy (zero: lowest compared OMol25 entry of this formula, charge and spin) is 533.9 kJ/mol. The value obtained for the gap between HOMO and LUMO is 8.988 eV. The calculation puts the LUMO energy at 0.8 eV. Its total energy is -16144.1039 eV. As for the total charge: 0. As for the multiplicity: 1.

Atoms and positions in Å:
1 C -1.71646 -0.38956 -0.08859
2 C -0.37040 -0.07093 0.50727
3 C 0.51304 -1.06897 -0.03864
4 C 1.75228 1.02565 -0.03065
5 C 0.38621 1.10227 -0.03755
6 H -1.81735 -1.07047 -1.31798
7 H -2.25423 -1.07313 0.90678
8 H -2.51561 0.73467 -0.49684
9 H -0.35751 0.20311 1.62378
10 H 0.65997 -2.13819 0.25821
11 H 0.60908 -0.83543 -1.19208
12 H 2.47019 2.04219 -0.08530
13 H 0.30494 2.22261 -0.06812
14 S 2.33584 -0.68381 0.05969

Forces on the atoms, in the same order (eV/Å):
-5.41 -0.28 -1.23
-0.17 2.57 0.12
4.66 -3.10 -2.88
0.98 0.99 -0.54
3.43 3.72 0.27
0.81 1.97 4.35
0.89 2.01 -3.65
2.54 -3.53 1.89
-0.46 -1.32 -1.26
-1.58 0.68 -0.38
-1.53 -1.38 1.96
-1.95 -3.28 -0.04
-1.96 -1.11 0.19
-0.25 2.07 1.20

What did the second record say?
C5H8S as an isolated structure in a non-equilibrium geometry, computed with ωB97M-V/def2-TZVPD.

The largest force on an atom comes out at 6.30 eV/A. The value obtained for the relative energy (zero: lowest compared OMol25 entry of this formula, charge and spin) is 533.9 kJ/mol. The value obtained for the gap between HOMO and LUMO is 8.988 eV. The calculation puts the LUMO energy at 0.8 eV. Its total energy is -16144.1039 eV. As for the total charge: 0. As for the multiplicity: 1.

Atoms and positions in Å:
1 C -1.71646 -0.38956 -0.08859
2 C -0.37040 -0.07093 0.50727
3 C 0.51304 -1.06897 -0.03864
4 C 1.75228 1.02565 -0.03065
5 C 0.38621 1.10227 -0.03755
6 H -1.81735 -1.07047 -1.31798
7 H -2.25423 -1.07313 0.90678
8 H -2.51561 0.73467 -0.49684
9 H -0.35751 0.20311 1.62378
10 H 0.65997 -2.13819 0.25821
11 H 0.60908 -0.83543 -1.19208
12 H 2.47019 2.04219 -0.08530
13 H 0.30494 2.22261 -0.06812
14 S 2.33584 -0.68381 0.05969

Forces on the atoms, in the same order (eV/Å):
-5.41 -0.28 -1.23
-0.17 2.57 0.12
4.66 -3.10 -2.88
0.98 0.99 -0.54
3.43 3.72 0.27
0.81 1.97 4.35
0.89 2.01 -3.65
2.54 -3.53 1.89
-0.46 -1.32 -1.26
-1.58 0.68 -0.38
-1.53 -1.38 1.96
-1.95 -3.28 -0.04
-1.96 -1.11 0.19
-0.25 2.07 1.20

Question: total charge of number 2 (C5H8S)?
Answer: 0